{"formula": "C32H52N3O4PS2", "method": "ωB97M-V/def2-TZVPD", "smiles": "CCCCCCCCN(CCCCCCCC)C(=S)SCCCP.O=[N+]([O-])c1ccccc1.O=[N+]([O-])c1ccccc1", "homo_ev": -8.62, "orbital_gap_ev": 7.625, "fmax_ev_per_a": 3.9, "symbols": ["C", "C", "C", "C", "C", "C", "C", "C", "N", "C", "C", "C", "C", "C", "C", "C", "C", "C", "S", "S", "C", "C", "C", "P", "H", "H", "H", "H", "H", "H", "H", "H", "H", "H", "H", "H", "H", "H", "H", "H", "H", "H", "H", "H", "H", "H", "H", "H", "H", "H", "H", "H", "H", "H", "H", "H", "H", "H", "H", "H", "H", "H", "H", "H", "H", "H", "O", "N", "O", "C", "C", "C", "C", "C", "C", "H", "H", "H", "H", "H", "O", "N", "O", "C", "C", "C", "C", "C", "C", "H", "H", "H", "H", "H"], "coordinates": [[5.24, -1.56, -0.87], [4.54, -0.13, -1.33], [2.94, -0.02, -0.85], [2.41, 1.54, -0.82], [1.27, 1.88, -1.96], [0.08, 2.76, -1.26], [-1.38, 2.03, -1.15], [-1.33, 0.39, -1.02], [-2.73, -0.19, -0.79], [-2.72, -1.70, -0.87], [-3.50, -2.23, -2.26], [-2.57, -3.24, -3.17], [-1.08, -2.64, -3.52], [0.01, -3.81, -4.00], [1.14, -3.92, -2.81], [2.09, -5.26, -2.90], [3.53, -4.77, -3.58], [-3.27, 0.19, 0.58], [-4.94, 0.63, 0.66], [-2.18, 0.22, 2.13], [-1.36, -1.45, 2.41], [0.29, -1.33, 2.17], [0.84, -2.67, 1.38], [1.86, -3.75, 2.63], [6.05, -1.42, -0.01], [5.75, -2.14, -1.75], [4.34, -2.23, -0.46], [5.21, 0.73, -0.84], [4.62, 0.04, -2.51], [2.22, -0.66, -1.52], [2.95, -0.39, 0.28], [3.37, 2.21, -1.04], [2.07, 1.85, 0.28], [1.81, 2.60, -2.74], [0.91, 0.96, -2.58], [-0.08, 3.72, -1.96], [0.44, 3.22, -0.22], [-1.91, 2.50, -0.20], [-2.03, 2.36, -2.07], [-0.52, -0.03, -0.28], [-1.02, -0.01, -2.10], [-1.68, -2.20, -0.72], [-3.41, -2.10, 0.02], [-3.86, -1.31, -2.92], [-4.48, -2.82, -1.95], [-2.46, -4.32, -2.73], [-3.14, -3.35, -4.21], [-1.24, -1.82, -4.36], [-0.58, -2.09, -2.61], [-0.51, -4.83, -4.26], [0.57, -3.33, -4.94], [0.56, -3.95, -1.77], [1.76, -2.90, -2.79], [1.61, -6.16, -3.49], [2.37, -5.55, -1.78], [3.29, -4.49, -4.70], [3.88, -3.75, -3.06], [4.38, -5.57, -3.46], [-1.54, -1.73, 3.56], [-1.84, -2.31, 1.75], [0.56, -0.33, 1.58], [0.86, -1.24, 3.21], [-0.03, -3.38, 1.00], [1.59, -2.40, 0.51], [2.99, -2.95, 3.03], [2.33, -4.87, 1.80], [-4.45, 8.79, -0.36], [-4.85, 8.12, -1.32], [-5.27, 8.59, -2.39], [-4.83, 6.65, -1.19], [-4.40, 6.08, 0.02], [-4.41, 4.69, 0.15], [-4.84, 3.88, -0.91], [-5.25, 4.46, -2.11], [-5.25, 5.85, -2.25], [-4.06, 6.69, 0.85], [-4.08, 4.23, 1.08], [-4.84, 2.80, -0.80], [-5.58, 3.83, -2.93], [-5.59, 6.29, -3.19], [1.58, 2.58, 3.78], [2.04, 1.47, 4.11], [2.34, 0.57, 3.31], [2.22, 1.20, 5.54], [1.85, 2.18, 6.48], [2.01, 1.91, 7.84], [2.53, 0.68, 8.26], [2.90, -0.28, 7.32], [2.75, -0.03, 5.96], [1.45, 3.14, 6.17], [1.72, 2.65, 8.58], [2.64, 0.47, 9.32], [3.31, -1.23, 7.65], [3.04, -0.79, 5.24]]}

=====

{"formula": "C32H53BF3NO10S", "method": "ωB97M-V/def2-TZVPD", "smiles": "CC(C)CC[C@@](CC(=O)c1ccccc1)(OC(=O)B(N)O)S(=O)(=O)C(F)(F)F.C1CCOC1.C1CCOC1.C1CCOC1.C1CCOC1", "homo_ev": -9.29, "orbital_gap_ev": 9.814, "fmax_ev_per_a": 1.1, "symbols": ["C", "C", "C", "C", "C", "C", "C", "C", "O", "C", "C", "C", "C", "C", "C", "O", "C", "O", "B", "N", "O", "S", "O", "O", "C", "F", "F", "F", "H", "H", "H", "H", "H", "H", "H", "H", "H", "H", "H", "H", "H", "H", "H", "H", "H", "H", "H", "H", "H", "C", "C", "C", "O", "C", "H", "H", "H", "H", "H", "H", "H", "H", "C", "C", "C", "O", "C", "H", "H", "H", "H", "H", "H", "H", "H", "C", "C", "C", "O", "C", "H", "H", "H", "H", "H", "H", "H", "H", "C", "C", "C", "O", "C", "H", "H", "H", "H", "H", "H", "H", "H"], "coordinates": [[-0.35, 2.79, 0.45], [0.78, 1.82, 0.05], [0.46, 0.44, 0.62], [2.14, 2.35, 0.57], [3.23, 2.16, -0.49], [4.68, 2.19, -0.02], [4.96, 1.44, 1.28], [4.26, 0.11, 1.43], [3.73, -0.48, 0.53], [4.31, -0.47, 2.80], [3.21, -0.46, 3.65], [3.33, -1.00, 4.93], [4.55, -1.54, 5.35], [5.65, -1.56, 4.50], [5.53, -1.02, 3.22], [5.58, 1.90, -1.08], [5.72, 0.57, -1.43], [6.37, -0.17, -0.76], [5.05, 0.01, -2.78], [4.03, -1.02, -2.75], [5.54, 0.53, -3.93], [5.02, 3.97, 0.32], [5.00, 4.73, -0.89], [4.18, 4.43, 1.38], [6.75, 4.02, 1.04], [7.57, 3.16, 0.44], [6.70, 3.72, 2.33], [7.20, 5.25, 0.90], [-0.61, 3.49, -0.34], [-0.05, 3.40, 1.31], [-1.22, 2.24, 0.76], [0.81, 1.80, -1.04], [1.33, -0.21, 0.64], [0.01, 0.54, 1.60], [-0.29, -0.03, -0.02], [2.00, 3.41, 0.75], [2.38, 1.91, 1.53], [3.12, 2.96, -1.22], [3.03, 1.24, -1.03], [6.03, 1.25, 1.35], [4.72, 2.06, 2.14], [2.28, -0.03, 3.32], [2.49, -0.98, 5.60], [4.66, -1.95, 6.34], [6.60, -1.97, 4.80], [6.39, -1.01, 2.57], [3.10, -0.61, -2.70], [4.17, -1.60, -1.93], [4.98, 0.22, -4.66], [-5.07, -0.20, 0.56], [-4.50, -1.18, -0.46], [-3.35, -0.38, -1.05], [-2.87, 0.48, 0.00], [-3.81, 0.47, 1.08], [-5.66, -0.67, 1.35], [-5.71, 0.54, 0.06], [-4.12, -2.07, 0.05], [-5.22, -1.49, -1.22], [-3.69, 0.25, -1.88], [-2.54, -1.01, -1.40], [-3.37, -0.09, 1.91], [-3.98, 1.50, 1.41], [2.80, 5.21, 6.45], [3.90, 5.86, 5.62], [4.29, 4.73, 4.68], [3.11, 3.95, 4.47], [2.10, 4.34, 5.41], [2.12, 5.92, 6.93], [3.24, 4.58, 7.23], [3.49, 6.70, 5.05], [4.74, 6.23, 6.21], [5.05, 4.08, 5.13], [4.66, 5.08, 3.72], [1.33, 4.90, 4.88], [1.65, 3.44, 5.84], [-7.47, -1.42, -5.54], [-6.65, -2.69, -5.31], [-5.27, -2.12, -5.01], [-5.48, -0.85, -4.38], [-6.85, -0.47, -4.51], [-8.54, -1.55, -5.40], [-7.30, -1.04, -6.55], [-7.04, -3.23, -4.44], [-6.66, -3.37, -6.16], [-4.70, -1.96, -5.93], [-4.68, -2.76, -4.35], [-7.34, -0.58, -3.54], [-6.90, 0.57, -4.82], [-6.70, -8.20, -3.30], [-5.51, -7.46, -3.91], [-6.20, -6.27, -4.56], [-7.35, -5.98, -3.77], [-7.58, -7.05, -2.85], [-6.43, -8.87, -2.48], [-7.21, -8.79, -4.06], [-4.84, -7.12, -3.12], [-4.94, -8.06, -4.62], [-6.54, -6.51, -5.58], [-5.56, -5.39, -4.61], [-7.31, -6.71, -1.84], [-8.64, -7.30, -2.85]]}